Entry 1:
15
Properties=species:S:1:pos:R:3 method="wB97M-V/def2-TZVPD" lumo_ev=0.0 total_charge=0 gap_ev=8.96 de_lowest_kcal_mol=94.0 homo_energy_ev=-8.979
O 0.70691 -0.13266 1.71105
C -0.55874 0.33831 1.28934
C -0.51799 0.99463 -0.08660
C 0.05332 -0.01021 -1.07573
O -0.05426 0.45849 -2.39247
C 1.29752 -0.67090 -0.71400
C 1.53838 -0.74667 0.73107
H 2.52827 -0.25643 0.80302
H -0.87425 1.06066 2.04844
H -1.29394 -0.48640 1.28158
H 0.12097 1.88501 -0.07291
H -1.52075 1.30912 -0.39459
H -0.53315 -0.97534 -0.95025
H 0.58470 -0.05381 -2.90736
H 1.73924 -1.79547 1.00311


Entry 2:
72
Properties=species:S:1:pos:R:3 method="wB97M-V/def2-TZVPD" lumo_ev=-4.5 total_charge=+1 gap_ev=7.14 de_lowest_kcal_mol=1.0 homo_energy_ev=-11.663
Ti -1.18089 2.06794 -1.22320
O -2.49972 -3.27532 0.30830
C -3.44602 -3.09771 1.20702
O -4.20785 -3.69742 1.88238
C -2.89614 -1.81806 0.74392
C -1.81985 -1.10874 1.45121
C -1.25543 -0.02946 0.89796
N -1.68730 0.51750 -0.30324
C -2.91045 0.04076 -0.79710
C -3.53557 -1.03985 -0.32236
C -3.46756 0.90490 -1.90125
O -4.55515 0.77966 -2.36262
O -2.56348 1.83116 -2.27760
H -1.46925 -1.50092 2.39550
H -0.44643 0.50650 1.38144
H -4.48820 -1.34836 -0.73040
F -4.13343 0.92180 6.64924
C -4.82668 1.86482 5.97970
F -5.00598 2.89257 6.82282
F -6.03023 1.35019 5.70021
C -4.08088 2.28545 4.74194
C -2.93523 3.05813 4.88689
C -2.19484 3.40912 3.77467
C -2.60188 2.98367 2.50988
C -3.77349 2.22876 2.37086
C -4.51029 1.87966 3.48629
C -1.81956 3.19651 1.33865
C -1.11870 3.26974 0.33476
H -2.62189 3.37340 5.87291
H -1.29910 4.00533 3.88221
H -4.09105 1.91727 1.38399
H -5.41025 1.29053 3.38070
C 4.80669 1.95298 -2.39513
C 4.90328 0.68229 -1.55454
C 4.60185 0.89285 -0.07058
C 3.13434 1.20874 0.24955
N 2.24824 0.13441 -0.19389
C 1.42732 0.15073 -1.25914
Se 1.01362 1.71270 -2.25355
N 0.93617 -1.08397 -1.46534
C 0.08294 -1.54202 -2.55697
C 0.86471 -2.37021 -3.58177
C 1.97230 -1.60339 -4.30497
C 1.44464 -0.58734 -5.31625
C 1.43872 -1.92597 -0.48328
C 1.23839 -3.27774 -0.23309
C 1.88789 -3.81165 0.86134
C 2.69527 -3.02674 1.69504
C 2.89672 -1.68430 1.44615
C 2.26324 -1.14990 0.33006
H 5.14821 1.75566 -3.41062
H 5.43512 2.73996 -1.97694
H 3.78508 2.32553 -2.45991
H 5.91890 0.29184 -1.63159
H 4.23775 -0.08666 -1.96189
H 5.20375 1.72192 0.30664
H 4.89669 -0.00192 0.48105
H 2.82428 2.12948 -0.24042
H 3.00853 1.33034 1.32621
H -0.36815 -0.67508 -3.03827
H -0.70774 -2.15501 -2.12188
H 0.14670 -2.73828 -4.31735
H 1.29271 -3.23863 -3.07692
H 2.59413 -2.32978 -4.82979
H 2.61733 -1.10205 -3.57496
H 0.73335 -1.05822 -5.99595
H 2.26542 -0.18422 -5.90833
H 0.94949 0.25240 -4.82835
H 0.58953 -3.88432 -0.84745
H 1.77242 -4.86422 1.07971
H 3.17139 -3.48267 2.55188
H 3.51156 -1.07710 2.09584


Entry 3:
15
Properties=species:S:1:pos:R:3 method="wB97M-V/def2-TZVPD" lumo_ev=-11.9 total_charge=+2 gap_ev=7.41 homo_energy_ev=-19.311
C 1.30198 0.93416 0.52022
C 0.59972 -0.16740 -0.24940
O 1.45157 -1.04297 -0.82324
C -0.34622 -1.01616 0.63522
O -1.64992 -0.28988 0.48929
C -1.36998 0.85835 -0.42510
O -2.03555 1.82987 -0.41903
O -0.37713 0.46772 -1.17095
H 1.32338 1.85235 -0.02752
H 0.82890 1.07876 1.47410
H 2.29607 0.59672 0.72656
H 1.53294 -0.93822 -1.77796
H -0.44666 -1.97471 0.15600
H -0.05689 -1.11543 1.65868
Sn -3.05221 -1.07317 -0.76686


Entry 4:
11
Properties=species:S:1:pos:R:3 method="wB97M-V/def2-TZVPD" smiles="[H]/N=C1/C=CNC1=O" lumo_ev=-0.2 total_charge=0 gap_ev=9.30 de_lowest_kcal_mol=53.6 homo_energy_ev=-9.494
H 1.12803 1.41005 1.01220
N 1.66187 1.17864 0.09730
C 0.85610 0.21146 -0.09705
C 0.58797 -0.61099 -1.30845
C -0.47162 -1.19909 -1.10883
N -1.27697 -0.75574 -0.02207
C -0.45858 0.25848 0.69720
O -0.65041 0.93543 1.66695
H 1.21168 -0.67533 -2.27018
H -0.83182 -1.89573 -1.97573
H -2.08202 -1.24193 0.27424


Entry 5:
98
Properties=species:S:1:pos:R:3 method="wB97M-V/def2-TZVPD" lumo_ev=-5.7 total_charge=+2 gap_ev=7.08 de_lowest_kcal_mol=5.1 homo_energy_ev=-12.737
Bi -0.34088 0.79991 0.54508
N 0.80454 2.27426 2.71981
C 0.96452 3.70562 2.42392
C 0.86867 3.94326 0.93248
N -0.34298 3.31651 0.34384
C -1.62846 3.88741 0.82345
C -2.20676 3.19719 2.05122
N -2.41439 1.74912 1.80946
H 1.71492 1.82023 2.73072
H 0.45445 2.13661 3.66258
H 0.19618 4.27524 2.94533
H 1.92340 4.09527 2.77076
H 0.87068 5.01707 0.72892
H 1.72906 3.50506 0.41953
H -0.28820 3.47240 -0.66032
H -1.50856 4.95171 1.04205
H -2.34206 3.81176 -0.00007
H -1.53852 3.29273 2.90123
H -3.14145 3.69490 2.31360
H -2.55139 1.26651 2.69314
H -3.25886 1.59049 1.26691
I -0.98459 -1.96128 2.12311
C 0.21966 -3.67007 1.88072
C -0.58373 -4.77125 1.85945
C -0.02483 -6.06322 1.85499
C 1.32286 -6.18889 1.91748
C 2.17264 -5.05228 1.94655
C 3.56404 -5.27904 2.06750
C 4.44147 -4.24460 2.13081
C 3.95060 -2.93560 2.00621
C 2.61700 -2.64634 1.84304
P 2.30370 -0.85468 1.53471
C 3.07865 -0.13081 3.03588
C 4.26663 0.59315 3.08711
C 4.72055 1.11488 4.29749
C 4.00130 0.91067 5.46490
C 2.82290 0.17178 5.42758
C 2.36653 -0.33898 4.22369
C 3.43064 -0.45122 0.14801
C 3.83786 -1.39946 -0.78918
C 4.55318 -1.01491 -1.91838
C 4.87204 0.31920 -2.12756
C 4.45737 1.27652 -1.21042
C 3.73021 0.89113 -0.09603
C 1.65394 -3.71974 1.87722
H -1.65909 -4.66382 1.86853
H -0.67304 -6.92840 1.83339
H 1.78189 -7.16894 1.95524
H 3.91140 -6.30362 2.12583
H 5.50267 -4.41713 2.25050
H 4.66657 -2.12240 2.00991
H 4.86235 0.74054 2.19628
H 5.65138 1.66715 4.32415
H 4.36277 1.30982 6.40346
H 2.26844 -0.01406 6.33894
H 1.45080 -0.92381 4.20720
H 3.59747 -2.44441 -0.64710
H 4.87228 -1.76630 -2.62898
H 5.43783 0.61344 -3.00167
H 4.69826 2.31975 -1.36790
H 3.39588 1.65412 0.60248
O 0.38587 -1.05455 -0.95459
C 0.99554 -0.24591 -1.68979
O 0.93862 1.01480 -1.48316
H 1.58700 -0.60315 -2.53993
C -4.77861 -1.57149 -1.61189
Si -5.23293 0.08447 -0.92516
C -5.01143 0.04737 0.92186
C -6.96390 0.57542 -1.32877
C -4.16915 1.45032 -1.70619
Te -2.04845 1.38786 -1.88098
C -1.97316 -0.15421 -3.33795
Si -1.53612 0.45972 -5.08228
C 0.22005 1.03662 -5.09096
C -2.68499 1.85773 -5.48945
C -1.81401 -1.00258 -6.17201
H -5.37748 -2.35522 -1.14060
H -3.72830 -1.81091 -1.42823
H -4.96872 -1.62639 -2.68779
H -5.78010 -0.60400 1.34832
H -5.16314 1.02875 1.38401
H -4.04590 -0.37171 1.22702
H -7.68284 -0.09823 -0.85498
H -7.14546 0.54646 -2.40624
H -7.17916 1.58861 -0.97932
H -4.39706 2.41871 -1.24833
H -4.46685 1.55290 -2.75729
H -2.96998 -0.58753 -3.32774
H -1.27589 -0.90816 -2.96762
H 0.44230 1.69404 -4.24445
H 0.41288 1.59782 -6.00890
H 0.92311 0.19899 -5.06708
H -2.63938 2.65695 -4.74400
H -3.72296 1.52160 -5.57219
H -2.41111 2.30275 -6.44936
H -1.25862 -1.87468 -5.81753
H -1.48806 -0.79704 -7.19537
H -2.87400 -1.26633 -6.20991


Entry 6:
40
Properties=species:S:1:pos:R:3 method="wB97M-V/def2-TZVPD" lumo_ev="-0.1 / -3.0" s2=16.020 total_charge=0 gap_ev="8.20 / 5.11" multiplicity=8 homo_energy_ev="-8.303 / -8.150"
Gd -0.16419 0.32824 -0.44371
O -0.09383 -1.10785 -2.01673
C 0.89558 -1.82510 -2.54960
C 0.86845 -2.13601 -3.91038
C 1.86927 -2.90451 -4.47583
C 2.93255 -3.39874 -3.71624
C 2.95464 -3.10013 -2.37035
C 1.95936 -2.31571 -1.77644
C 2.11264 -2.10259 -0.32732
N 1.42101 -1.33246 0.40537
C 1.63900 -1.23072 1.83965
C 0.29100 -1.19243 2.53537
N -0.56950 -0.18923 1.91128
C -1.30479 0.56760 2.61856
C -2.24894 1.58255 2.12867
C -2.77832 2.43652 3.10268
C -3.66224 3.44262 2.77410
C -4.02800 3.58821 1.43078
C -3.52903 2.75230 0.45166
C -2.64134 1.72846 0.79013
O -2.21107 0.90336 -0.16752
H 0.04879 -1.75936 -4.50772
H 1.81439 -3.12504 -5.53634
H 3.71088 -4.00045 -4.16409
H 3.75858 -3.47051 -1.74275
H 2.91574 -2.68521 0.13962
H 2.18128 -0.30615 2.05030
H 2.22784 -2.06649 2.22647
H 0.41602 -1.00068 3.60466
H -0.18753 -2.16623 2.41912
H -1.25237 0.47255 3.70945
H -2.46833 2.29932 4.13376
H -4.05963 4.10000 3.53471
H -4.71664 4.37454 1.14224
H -3.81101 2.86166 -0.58677
F 1.84365 3.61494 -1.19067
B 1.18493 2.46018 -0.95581
F 0.67160 2.36101 0.39448
F 0.03923 2.25551 -1.78968
F 1.97034 1.28605 -1.11510


Entry 7:
12
Properties=species:S:1:pos:R:3 method="wB97M-V/def2-TZVPD" lumo_ev=0.7 total_charge=0 gap_ev=9.34 de_lowest_kcal_mol=58.6 homo_energy_ev=-8.603
C 2.44156 -0.21599 0.07052
C 0.38778 0.73335 -0.03763
C -3.26633 -0.46332 0.11683
H 2.83405 -1.15991 0.12832
H 2.74690 0.29250 0.91137
H 2.64932 0.28281 -0.89188
H 1.01113 1.69264 -0.05399
H -3.74104 -1.47178 0.20668
N -0.91479 0.78386 -0.27267
O 1.05703 -0.41983 -0.03493
O -3.64909 0.64484 0.06965
S -1.55652 -0.69918 -0.21226


Entry 8:
29
Properties=species:S:1:pos:R:3 method="wB97M-V/def2-TZVPD" lumo_ev=0.8 total_charge=0 gap_ev=7.19 de_lowest_kcal_mol=125.8 homo_energy_ev=-6.405
C -1.81590 1.62563 -0.53468
C 1.02071 1.36212 -0.70736
C -2.23751 0.41800 -1.10014
N -1.85046 1.88295 0.79800
O 0.86611 2.36626 0.28921
H 1.57375 2.26341 0.93241
H -1.38312 2.40715 -1.13845
H -2.09121 1.10510 1.39514
H -1.05571 2.41845 1.13041
H 0.56262 1.68910 -1.63730
H 2.08258 1.23289 -0.91481
H -3.06356 -0.08786 -0.60061
H -1.24371 -0.44609 -0.76096
H -2.36982 0.42076 -2.17589
C 2.00614 -1.21488 -1.08025
C 1.53847 -0.42756 1.28075
C -1.03815 -1.82924 1.05124
C 0.96952 -0.68747 -0.10126
C -0.28919 -1.36746 -0.18254
H -0.34985 -2.09023 -0.99494
H 0.85546 0.15617 1.89899
H 1.59877 -1.26881 -2.09136
H 2.31837 -2.22371 -0.79094
H 2.90058 -0.59138 -1.11548
H 1.74066 -1.36740 1.80372
H 2.48439 0.11518 1.21843
H -2.07814 -2.06243 0.80926
H -0.59931 -2.73230 1.48845
H -1.05249 -1.06634 1.83095


Let's list E_tot in order: -9405.754; -141886.219; -18245.300; -9238.164; -91971.829; -56284.506; -19609.971; -12137.154 eV.